Molecular formula: C21H20F4N3
Method: DFT, ωB97M-V with the def2-TZVPD basis set

Structure (XYZ):
```
48
Properties=species:S:1:pos:R:3:nbo_charge:R:1
F -2.9374 3.9266 -1.9516 -0.31
C -2.8701 2.5532 -1.8749 0.42
C -4.0595 1.8294 -1.9547 -0.28
C -3.9313 0.4391 -1.9510 0.41
F -5.0837 -0.3112 -2.0550 -0.31
C -2.7137 -0.2178 -1.8432 -0.22
C -1.5245 0.5428 -1.6384 -0.11
C -0.2557 -0.0780 -1.3877 0.13
C 0.9586 0.5192 -1.7293 -0.33
C 2.1921 -0.1263 -1.7368 0.08
C 3.4557 0.5288 -1.8633 -0.12
C 4.6571 -0.2378 -1.9471 -0.21
C 5.8835 0.4026 -2.0107 0.41
F 7.0319 -0.3590 -2.0433 -0.31
C 6.0232 1.7937 -2.0178 -0.26
C 4.8378 2.5291 -1.9789 0.41
F 4.9339 3.9043 -1.9925 -0.31
C 3.5759 1.9507 -1.9036 -0.21
C -1.6222 1.9602 -1.7373 -0.23
H -5.0214 2.3216 -2.0557 0.27
H -2.6530 -1.3037 -1.9362 0.23
H -0.2492 -1.0941 -0.9855 0.26
H 0.9190 1.5620 -2.0608 0.22
H 2.2079 -1.2154 -1.6646 0.23
H 4.5923 -1.3250 -1.9555 0.25
H 6.9967 2.2736 -2.0458 0.27
H 2.6860 2.5770 -1.8672 0.24
H -0.7282 2.5798 -1.6725 0.24
C 0.3420 -0.4079 3.4442 -0.42
C 0.1970 0.2107 2.0675 -0.22
N -0.5200 -0.6039 1.1092 -0.61
C -1.4083 -1.4133 1.6021 0.62
N -1.6468 -1.6303 2.9253 -0.43
C -0.9879 -0.9052 3.9778 -0.20
C -2.7790 -2.4924 3.1403 -0.20
C -3.0836 -3.0251 1.7486 -0.21
N -2.2697 -2.2100 0.8992 -0.61
H 1.0440 -1.2438 3.3914 0.21
H 0.7510 0.3234 4.1436 0.23
H -0.3023 1.1903 2.1963 0.18
H 1.1787 0.3931 1.6147 0.20
H -0.8586 -1.5775 4.8338 0.21
H -1.6030 -0.0494 4.3023 0.19
H -2.5351 -3.2859 3.8564 0.21
H -3.6369 -1.9246 3.5331 0.19
H -2.8042 -4.0798 1.6717 0.20
H -4.1435 -2.9240 1.5105 0.21
H -2.2352 -2.2696 -0.1073 0.40
```

Output
LUMO level = -5.76 eV
net charge = +1
Kohn-Sham gap = 5.49 eV
highest occupied orbital energy = -11.3 eV



Molecular formula: C26H24N5O2SbSe4Ti
Method: DFT, ωB97M-V with the def2-TZVPD basis set

Structure (XYZ):
```
63
Properties=species:S:1:pos:R:3:nbo_charge:R:1
Ti -0.5818 -0.4580 0.0666 1.46
O 1.0120 -0.2674 3.8386 -0.64
C 0.3589 -0.4674 2.8163 0.63
N 0.2545 0.3100 1.7280 -0.71
C 0.9454 1.5892 1.7850 -0.28
C -0.0086 2.7576 1.9095 0.24
C 0.4582 3.9959 2.3396 -0.25
C -0.4203 5.0623 2.3928 -0.17
C -1.7385 4.8617 2.0156 -0.27
C -2.1118 3.5934 1.6072 0.07
N -1.2759 2.5597 1.5617 -0.43
C -0.4858 -1.7061 2.7308 0.17
C -0.3462 -2.7269 3.6575 -0.21
C -1.1874 -3.8172 3.5470 -0.15
C -2.1296 -3.8477 2.5214 -0.25
C -2.1611 -2.8063 1.6147 0.07
N -1.3423 -1.7575 1.7149 -0.47
H 1.6426 1.5864 2.6244 0.23
H 1.5336 1.7117 0.8741 0.25
H 1.4968 4.1085 2.6254 0.21
H -0.0815 6.0375 2.7201 0.21
H -2.4587 5.6681 2.0189 0.21
H -3.1303 3.3963 1.2889 0.19
H 0.4039 -2.6227 4.4271 0.25
H -1.1186 -4.6406 4.2465 0.22
H -2.8105 -4.6796 2.4096 0.22
H -2.8328 -2.8039 0.7666 0.22
N -2.3182 -1.6048 -3.2532 -0.79
C -2.3266 -1.4147 -1.9354 0.75
O -1.4936 -1.9828 -1.1908 -0.69
C -3.3518 -0.5212 -1.3123 -0.54
C -2.7060 0.1169 -0.0919 -0.82
H -1.5013 -2.0599 -3.6329 0.41
H -2.7763 -0.9072 -3.8320 0.44
H -4.2022 -1.1698 -1.0607 0.22
H -3.7204 0.1947 -2.0457 0.26
H -3.1955 -0.1786 0.8387 0.20
H -2.7248 1.2031 -0.1454 0.23
C 3.5019 2.2559 -2.5612 -0.27
C 3.2001 1.2182 -3.4303 -0.16
C 2.8685 -0.0130 -2.9005 -0.24
C 2.8286 -0.1710 -1.5160 0.21
N 3.1633 0.8105 -0.6778 -0.44
C 3.4801 1.9935 -1.2032 0.04
C 2.4396 -1.4946 -0.9424 -0.12
C 3.4304 -2.4754 -0.9698 -0.16
C 3.1845 -3.7554 -0.5055 -0.25
C 1.9195 -4.0617 -0.0419 -0.23
C 0.9261 -3.0905 -0.0426 -0.23
C 1.1340 -1.7669 -0.4743 -0.32
H 3.7351 3.2475 -2.9246 0.22
H 3.1909 1.3768 -4.5005 0.22
H 2.5906 -0.8421 -3.5376 0.22
H 3.7162 2.7794 -0.4920 0.19
H 4.4102 -2.2172 -1.3573 0.20
H 3.9688 -4.5028 -0.5159 0.20
H 1.6945 -5.0625 0.3118 0.20
H -0.0596 -3.4037 0.2804 0.19
Se -1.6101 4.8495 -2.0025 -0.68
Sb -1.5117 2.7120 -3.0574 1.06
Se -3.3856 1.7348 -4.2784 -0.66
Se -0.2475 2.4925 -5.1858 -0.39
Se -0.1359 1.0735 -1.6619 -0.47
```

Output
LUMO level (alpha / beta) = 1.89 / 0.98 eV
expectation value of S² = 0.76
net charge = -1
multiplicity = 2
Kohn-Sham gap (alpha / beta) = 6.86 / 5.93 eV
highest occupied orbital energy (alpha / beta) = -5.0 / -5.0 eV



Molecular formula: C2HF4IO
Method: DFT, ωB97M-V with the def2-TZVPD basis set

Structure (XYZ):
```
9
Properties=species:S:1:pos:R:3:nbo_charge:R:1
C 0.3290 0.7148 -0.1870 0.94
C -1.0747 0.3009 0.0718 0.44
O 1.4555 -1.4239 0.5429 -0.97
F 0.7986 0.7160 -1.4026 -0.24
F 0.9636 1.5232 0.6109 -0.23
F -1.4691 0.7291 1.2664 -0.30
F -1.8923 0.8872 -0.8432 -0.32
I -1.3540 -1.8349 -0.0887 0.24
H 2.2433 -1.6124 0.0297 0.44
```

Output
LUMO level = -2.29 eV
Kohn-Sham gap = 6.78 eV
highest occupied orbital energy = -9.1 eV